Molecular formula: C6H9NS
Method: DFT, ωB97M-V with the def2-TZVPD basis set

Last column: natural (NBO) charge in e.
Geometry (Å):
C  -1.16  -1.32  1.04  -0.251
C  -1.00  -0.20  0.07  -0.335
C  -0.05  1.00  0.40  -0.203
C  1.30  0.32  0.62  -0.244
C  0.00  -0.32  -1.13  -0.033
C  0.01  1.21  -1.14  -0.399
H  -0.23  -1.81  1.35  0.182
H  -1.98  0.16  -0.24  0.229
H  -0.32  1.77  1.12  0.223
H  2.14  1.02  0.56  0.199
H  1.37  -0.20  1.58  0.190
H  1.40  -1.59  -0.23  0.360
H  -0.23  -0.94  -2.02  0.215
H  -0.90  1.66  -1.52  0.215
H  0.89  1.70  -1.55  0.213
N  1.31  -0.62  -0.54  -0.626
S  -2.56  -1.86  1.63  0.067

Results
HOMO in eV: -8.63
M in g mol⁻¹: 127.2
Frontier orbital gap in eV: 8.384
Energy above the lowest of the compared OMol25 structures with the same formula, charge and spin in kJ/mol: 174.99
Total charge: 0
LUMO level in eV: -0.246
Multiplicity: 1